[1]
Molecular formula: H26Mg2O25S3
Method: DFT, ωB97M-V/def2-TZVPD

Calculated values
Maximum force = 0.12490 Eh/bohr
Energy above the lowest of the compared OMol25 structures with the same formula, charge and spin = 541.7 kJ/mol
Charge = -2
Electronic energy = -3491.6508 hartree
Orbital gap = 0.110 hartree

Each line ends with the Löwdin charge.
Element x y z (Å)
Mg -1.15238 -1.34217 2.83429  0.658
Mg -1.69306 0.14319 -2.45602  0.652
S -1.83439 3.38465 -2.35006  0.131
O -2.00000 1.97240 -2.12054  -0.437
O -0.42854 3.59680 -2.13900  -0.346
O -2.21450 3.55359 -3.72629  -0.414
O -2.74496 4.16941 -1.49745  -0.384
S 0.22095 -0.59147 0.03341  0.372
O 0.40284 -2.00180 -0.22188  -0.324
O -0.62479 0.03385 -0.97273  -0.308
O -0.50908 -0.36163 1.30024  -0.317
O 1.43541 0.17961 0.11464  -0.323
S -0.94415 1.40209 4.55917  0.179
O -0.85255 2.46886 3.55795  -0.371
O 0.18977 1.62885 5.44454  -0.417
O -2.21087 1.47701 5.21291  -0.411
O -0.80768 0.00775 4.01170  -0.446
O -1.27842 -1.72623 -2.90812  0.003
H -1.88789 -2.42192 -3.15467  0.094
H -0.51073 -2.18803 -2.57105  0.040
O 0.93000 -3.62661 -2.25152  -0.050
H 1.84241 -3.80719 -2.47765  0.041
H 0.98024 -3.09794 -1.45514  -0.025
O -1.41023 -2.76239 1.50243  -0.040
H -2.12321 -3.13219 0.98173  0.090
H -0.65784 -2.75867 0.91072  0.018
O -0.97610 2.44577 0.65032  -0.031
H -0.71917 1.52511 0.70128  -0.034
H -1.37588 2.53584 -0.21472  -0.027
O 2.37429 -0.10397 -2.80681  -0.014
H 3.20144 -0.53947 -3.01272  0.068
H 2.27728 -0.20827 -1.86027  0.017
O 4.09491 0.48336 0.33656  -0.064
H 4.22487 -0.46461 0.31017  -0.014
H 3.16578 0.59267 0.53902  -0.027
O 0.79310 -1.98449 3.12532  0.001
H 1.60392 -1.94260 2.61832  0.068
H 1.05270 -2.37103 3.96163  0.092
O -0.04885 0.65687 -3.62668  -0.028
H 0.82108 0.35755 -3.36237  0.004
H 0.11012 1.48274 -4.08374  0.093
O -3.05365 -0.83405 2.22238  0.002
H -3.90195 -0.95699 2.64842  0.095
H -3.19379 -0.10902 1.61336  0.081
O 1.98212 2.61834 -1.42921  -0.037
H 1.89342 1.66785 -1.49947  -0.024
H 2.75857 2.74730 -0.88448  0.031
O 1.74592 1.56667 2.14511  -0.043
H 1.29496 2.38795 1.94927  0.038
H 1.55637 1.00387 1.39440  -0.075
O -3.28359 -0.17796 -1.25265  0.003
H -3.33392 0.27194 -0.40927  0.082
H -4.00738 -0.80408 -1.23421  0.085
O 3.19625 -1.98209 0.72811  -0.038
H 2.43255 -1.43414 0.54714  -0.014
H 3.19853 -2.63065 0.02411  0.046

Forces on atoms 1 to 2 (eV/Å):
Mg 0.68 1.95 0.22
Mg 0.48 2.70 -0.50

***

[2]
Molecular formula: H26NeO13
Method: DFT, ωB97M-V/def2-TZVPD

Calculated values
Maximum force = 0.01826 Eh/bohr
Energy above the lowest of the compared OMol25 structures with the same formula, charge and spin = 156.8 kJ/mol
Electronic energy = -1122.6404 hartree
Orbital gap = 0.341 hartree

Each line ends with the Löwdin charge.
Element x y z (Å)
Ne 0.19707 0.19219 0.11984  0.050
O -1.44625 -3.19843 -1.57443  -0.051
H -2.07678 -2.55519 -1.25054  -0.018
H -1.95415 -4.00374 -1.67309  0.072
O -2.77309 -1.29037 -0.35989  -0.021
H -3.61684 -1.41813 -0.79346  0.079
H -2.43182 -0.47790 -0.73360  0.023
O 1.38504 -3.12252 -1.77466  -0.054
H 0.45794 -3.29889 -1.61465  -0.024
H 1.59733 -2.39994 -1.18386  -0.003
O -0.80250 -3.77672 1.15279  -0.052
H -0.90203 -3.40368 0.27691  -0.032
H -0.34527 -3.09961 1.65148  0.030
O 2.00795 2.77547 0.57407  -0.060
H 1.82530 3.40249 1.27387  -0.001
H 1.24739 2.83305 -0.00428  -0.034
O 0.54421 3.62337 3.02606  -0.044
H 0.00832 4.14006 3.62781  0.037
H -0.07710 3.03673 2.59471  -0.007
O -1.86075 2.22130 2.27210  -0.020
H -1.93286 2.50685 1.36133  0.069
H -2.11477 2.98854 2.78498  0.073
O -2.19075 1.26200 -1.79456  -0.012
H -1.80698 0.95572 -2.61623  0.087
H -2.90157 1.84376 -2.06385  0.084
O -2.23411 -0.40644 2.38225  -0.061
H -2.17470 0.54470 2.29266  -0.045
H -2.68163 -0.69492 1.58680  -0.015
O 3.44664 -0.82835 -0.78399  -0.032
H 3.78316 -1.15567 -1.61816  0.066
H 4.22950 -0.64747 -0.26377  0.061
O 3.27029 -2.80757 1.64914  -0.045
H 3.26981 -2.12593 0.97712  -0.018
H 3.58168 -2.36560 2.43903  0.030
O 0.05569 2.61655 -1.42125  -0.056
H 0.19199 3.06640 -2.25509  0.073
H -0.76735 2.14162 -1.53652  -0.021
O 1.95347 0.84595 -2.60825  -0.062
H 2.62663 0.59636 -1.97517  -0.009
H 1.41186 1.48395 -2.14367  -0.032

Forces on atoms 1 to 2 (eV/Å):
Ne -0.02 -0.05 0.02
O 0.30 -0.66 -0.59

***

[3]
Molecular formula: H26O13
Method: DFT, ωB97M-V/def2-TZVPD

Calculated values
Maximum force = 0.02246 Eh/bohr
Energy above the lowest of the compared OMol25 structures with the same formula, charge and spin = 73.1 kJ/mol
<S²> = 0.75
Charge = -1
Spin multiplicity = 2
Electronic energy = -993.7067 hartree
Orbital gap (spin up / spin down) = 0.097 / 0.364 hartree

Each line ends with the Löwdin charge.
Element x y z (Å)
O 3.38179 0.89125 -0.98102  -0.064
H 2.67170 0.25615 -1.07398  -0.007
H 4.17898 0.36141 -0.97959  0.028
O -0.21540 0.99771 -2.79373  -0.057
H 0.43997 1.41218 -2.23254  0.051
H -0.83073 1.70032 -3.00337  0.070
O -2.66097 2.81741 0.23356  -0.100
H -2.11336 2.27035 0.79666  -0.067
H -3.30822 2.21391 -0.13126  -0.011
O 0.63552 -1.59104 -3.44477  -0.056
H 0.40945 -0.75816 -3.03071  -0.031
H 1.59001 -1.63577 -3.38842  0.022
O 0.32398 -0.29649 -0.08066  -0.072
H -0.49113 0.03335 0.29757  -0.008
H 0.96595 -0.21536 0.62468  -0.032
O -1.60254 -3.23914 -0.99587  -0.079
H -1.74057 -3.79847 -1.76028  0.021
H -1.30669 -2.40456 -1.35945  -0.017
O 0.61344 3.19037 1.39999  -0.065
H -0.02956 2.49555 1.25852  -0.032
H 1.11183 3.22598 0.58354  0.032
O -2.30639 -0.59145 -2.19719  -0.090
H -2.75395 -0.29615 -1.40426  -0.037
H -1.52756 -0.03784 -2.25346  -0.041
O 1.64780 0.45136 2.17998  -0.076
H 2.57250 0.65010 2.03281  0.066
H 1.22307 1.30779 2.22871  0.017
O -3.02516 -0.15948 0.29334  -0.152
H -3.13608 -1.04029 0.65125  0.048
H -3.85666 0.27918 0.47336  0.007
O 2.17492 -2.05464 2.88348  -0.065
H 1.70466 -1.22321 2.82189  -0.009
H 2.78012 -1.93441 3.61527  0.040
O -1.59548 1.54425 2.30990  -0.194
H -2.51795 1.34078 2.46451  -0.011
H -1.21371 1.60766 3.18539  0.019
O 2.73814 -2.31855 0.01322  -0.061
H 2.59160 -2.23601 0.95554  -0.021
H 2.47668 -3.21605 -0.19259  0.036

Forces on atoms 1 to 2 (eV/Å):
O 0.08 0.51 0.01
H -0.40 -0.43 0.12

***

[4]
Molecular formula: H26O13
Method: DFT, ωB97M-V/def2-TZVPD

Calculated values
Maximum force = 0.21776 Eh/bohr
Energy above the lowest of the compared OMol25 structures with the same formula, charge and spin = 1988.8 kJ/mol
Electronic energy = -993.0157 hartree
Orbital gap = 0.279 hartree

Each line ends with the Löwdin charge.
Element x y z (Å)
O -0.64472 -0.53842 -1.57987  0.109
H -0.08776 0.01733 -2.12501  0.110
H -1.51865 -0.44869 -1.95989  0.172
O -0.28126 1.60165 -2.09609  0.007
H -0.89871 1.40617 -2.80091  0.121
H -0.81984 1.62615 -1.30516  -0.181
O -1.15621 1.67339 -0.24521  0.097
H -0.67166 1.96958 0.52532  -0.095
H -1.67204 2.43446 -0.51151  0.172
O 2.45361 0.80087 1.35766  -0.045
H 1.51475 0.82912 1.54199  -0.026
H 2.56729 0.02454 0.80938  -0.069
O -1.94862 -0.13195 0.86711  -0.028
H -1.75684 0.72591 0.48826  -0.049
H -2.54322 -0.54371 0.24011  0.103
O -0.15879 1.99212 1.60973  0.073
H 0.07128 2.71035 2.19917  0.142
H -0.23711 1.22829 2.18127  -0.143
O 1.42198 -1.71608 -1.99520  -0.031
H 1.70279 -1.18112 -1.25277  -0.014
H 1.98363 -1.43684 -2.71826  0.066
O 0.25438 0.37850 2.82397  0.082
H -0.31685 0.22654 3.57685  0.141
H 0.78621 -0.41496 2.76221  0.138
O -0.72477 -2.59778 -1.26166  -0.072
H -0.75378 -1.65435 -1.42078  -0.231
H -1.03400 -2.69893 -0.36145  -0.119
O 0.47542 -0.10934 0.06500  0.039
H -0.02043 0.04029 0.86995  0.077
H -0.19245 -0.20519 -0.61397  -0.148
O 2.12690 -1.14403 0.29257  -0.018
H 2.01487 -2.09319 0.23998  0.107
H 1.25897 -0.78893 0.10066  -0.267
O -1.37833 -2.24337 0.81400  -0.015
H -2.23111 -2.36153 1.23235  0.093
H -1.15543 -1.32706 0.97807  -0.023
O 1.56036 1.38017 -1.21653  -0.026
H 1.24354 0.82192 -0.50644  -0.088
H 0.76663 1.74811 -1.60491  -0.162

Forces on atoms 1 to 2 (eV/Å):
O -4.83 4.00 -6.55
H 1.31 0.38 -0.89

***

[5]
Molecular formula: H26O13
Method: DFT, ωB97M-V/def2-TZVPD

Calculated values
Maximum force = 0.10639 Eh/bohr
Energy above the lowest of the compared OMol25 structures with the same formula, charge and spin = 656.1 kJ/mol
Electronic energy = -993.5233 hartree
Orbital gap = 0.330 hartree

Each line ends with the Löwdin charge.
Element x y z (Å)
H -0.01350 0.73349 -0.08680  -0.029
H 0.91776 -0.02148 -0.83960  0.064
H 5.21289 -1.36242 1.04703  0.031
H 3.79531 -1.48900 0.70390  0.042
H -0.48044 2.62216 2.55828  0.049
H -0.75980 1.81692 3.72475  0.027
H -4.04563 -1.15877 0.29225  0.058
H -2.86691 -1.93448 -0.43713  0.011
H -0.42348 -4.78896 -0.75382  0.047
H -1.56466 -4.08191 0.15813  0.090
H -0.09591 -1.02064 1.58338  0.039
H -1.16363 -0.07101 0.82199  0.081
H 5.06306 1.85763 -1.47139  0.069
H 3.66625 2.65308 -1.23694  0.018
H 2.04918 -0.69706 -3.92884  -0.044
H 0.67558 -0.37857 -4.06011  0.055
H -5.20262 1.02612 0.92082  0.044
H -4.26140 0.61500 -0.21590  0.057
H -0.08735 -3.38520 0.98047  -0.028
H 1.19386 -3.75886 0.24439  0.064
H 1.34969 0.84166 3.83974  0.023
H 2.03612 -0.37229 3.34090  0.067
H -0.22114 4.97346 0.09820  -0.020
H 0.54555 4.79143 -1.11579  0.046
H -2.11206 0.56215 -1.99165  0.032
H -2.78942 1.84992 -2.53399  0.005
O 0.06895 0.44957 -0.96907  -0.088
O 4.67673 -1.64687 0.29103  -0.075
O -0.10046 2.42623 3.42876  -0.047
O -3.25171 -1.08389 -0.32699  -0.091
O -0.93273 -3.98905 -0.62119  -0.079
O -0.32883 -0.59958 0.74037  -0.125
O 4.05702 1.82417 -1.52843  -0.086
O 1.47721 -0.11665 -3.58482  0.000
O -4.82449 0.27233 0.50110  -0.064
O 0.66040 -3.02525 0.60223  -0.059
O 1.16362 0.09887 3.24900  -0.088
O -0.33693 4.64718 -0.74697  -0.025
O -2.74608 0.92057 -2.67729  -0.071

Forces on atoms 1 to 2 (eV/Å):
H -0.10 1.08 0.91
H -0.81 0.14 -0.95

***

[6]
Molecular formula: H26O13
Method: DFT, ωB97M-V/def2-TZVPD

Calculated values
Maximum force = 0.04684 Eh/bohr
Energy above the lowest of the compared OMol25 structures with the same formula, charge and spin = 436.4 kJ/mol
Electronic energy = -993.6070 hartree
Orbital gap = 0.361 hartree

Each line ends with the Löwdin charge.
Element x y z (Å)
H -1.56643 -0.50137 0.68557  0.039
H -0.24282 -0.32303 -0.03989  0.008
H -0.54617 -3.22676 -4.10068  0.040
H -0.11871 -2.13939 -3.12859  0.020
H 4.07551 -3.37262 -2.58183  0.041
H 3.03392 -2.52587 -1.86898  -0.018
H -2.24054 -3.80661 2.51884  0.024
H -1.91588 -5.28532 2.65328  0.037
H 1.13308 3.33831 1.06641  0.036
H -0.13380 3.11711 1.87643  0.035
H -1.61779 2.90078 0.27151  0.039
H -0.53056 3.36686 -0.68282  0.061
H 2.63444 2.76137 -1.56298  0.036
H 3.61190 1.61995 -1.33543  0.006
H 2.68307 -0.35061 2.59193  0.066
H 1.31312 -0.18333 1.95529  0.017
H -0.20040 -0.04137 4.38827  0.039
H 0.92432 0.73982 3.72890  0.001
H 2.10806 0.11901 -3.66082  0.036
H 3.07190 0.64608 -2.61047  -0.011
H 1.79973 -1.26301 -1.31911  0.027
H 1.91412 -0.43897 -0.04713  0.011
H -5.28528 -0.50331 -1.38516  0.028
H -6.66619 -1.12396 -1.25131  0.034
H -4.43777 3.55776 2.65006  0.041
H -3.87157 2.98657 1.36042  0.029
O -1.16299 -0.03664 -0.05622  -0.043
O 0.08979 -2.51050 -3.99335  -0.056
O 3.13991 -3.35376 -2.35101  -0.053
O -2.58103 -4.62882 2.88902  -0.061
O 0.72144 2.71874 1.67933  -0.085
O -0.73547 2.67491 -0.04392  -0.077
O 3.46062 2.54613 -1.11567  -0.043
O 2.14389 -0.66185 1.85612  -0.045
O 0.69069 0.28930 4.54831  -0.047
O 2.84282 0.73152 -3.54279  -0.038
O 2.35890 -1.13441 -0.54465  -0.055
O -6.21752 -0.32665 -1.55460  -0.062
O -3.68033 3.62391 2.05770  -0.058

Forces on atoms 1 to 2 (eV/Å):
H 0.02 -0.04 -0.08
H -0.12 0.10 -0.01